No. 1
Below is a structure of composition C15H28N2O10PS3, with properties calculated with ωB97M-V/def2-TZVPD.

Each line ends with the Löwdin charge.
Element x y z (Å)
H: 4.57797 -7.83048 4.47808  0.125
H: 7.19949 -7.08391 3.92773  0.114
C: 4.08809 -6.01296 3.43214  -0.483
O: 4.82634 -4.88423 3.30000  0.010
O: 2.27454 -4.05175 -1.53609  0.113
H: 1.35928 -1.35225 -4.39979  0.111
C: 6.22965 -5.19119 3.39206  -0.147
H: 1.59724 -4.20180 2.28976  0.107
H: -1.03804 -1.85429 -4.30038  0.123
O: -2.21858 5.11884 -0.37141  -0.376
C: 6.29977 -6.51345 4.14661  -0.152
H: 4.01627 -3.36934 0.64059  0.132
H: 3.28876 -4.98770 0.82078  0.114
O: 2.90104 -6.02701 3.30920  0.127
H: -6.64423 4.12386 0.19585  0.063
H: -2.46022 2.86879 -1.71469  -0.049
H: -3.42016 6.49662 0.98303  0.029
N: -2.77962 7.29205 -1.64286  -0.347
C: -5.62193 4.43720 0.36326  -0.556
H: 6.63206 -5.26770 2.37991  0.128
O: -4.63169 8.80629 -1.11228  -0.348
H: -4.56604 4.71990 -3.11424  -0.029
O: -5.24096 6.61597 -1.80644  -0.388
H: 1.98803 -1.34359 1.28189  0.129
H: 1.43337 0.16794 -2.08035  0.126
C: 3.08371 -3.92360 0.76175  -0.079
H: 6.73427 -4.37963 3.90904  0.125
H: -5.16695 4.53133 -0.60391  0.032
H: -1.04819 -0.38453 -5.29442  0.121
C: 5.00194 -7.19280 3.70887  -0.069
O: -1.09618 0.50894 -1.17606  0.120
C: -4.89384 3.34630 1.13284  -0.163
C: 1.45274 -2.29502 1.29606  -0.132
O: -1.49500 -0.11036 -3.30187  0.020
C: 2.26133 -3.41509 1.94261  -0.162
C: 2.18762 -3.61864 -0.42357  -0.489
H: 0.76288 -1.48376 -2.01892  0.103
C: 0.70816 -0.57509 -4.00304  -0.154
O: -0.87710 5.85619 -2.21000  -0.387
S: -5.73705 6.00455 1.23807  0.844
H: -5.00698 2.42942 0.56733  0.068
H: -5.32316 3.22244 2.11847  0.054
C: -0.71322 0.04216 -2.20416  -0.487
P: -3.20138 4.43821 -3.01616  0.651
C: 0.67613 -0.50112 -2.47894  -0.076
C: -0.76389 -0.79638 -4.32882  -0.162
H: 6.27273 -6.32793 5.22073  0.117
H: -2.60447 4.64074 -4.27652  -0.023
H: 5.12497 -7.75830 2.78415  0.132
H: 0.48603 -2.14297 1.76687  0.128
H: 2.85390 -3.08187 2.78955  0.111
O: 1.24679 -2.71912 -0.06760  0.010
N: -2.99896 2.94688 -2.57120  -0.331
H: -3.83629 3.57262 1.16227  0.058
C: -4.33015 6.97650 0.66927  -0.552
H: 1.03733 0.38108 -4.41233  0.115
S: -4.29065 7.41906 -1.09002  0.418
S: -2.18682 5.79602 -1.64107  0.321
H: -4.41067 7.91798 1.18840  0.043

Cartesian forces (eV/Å) of the 2 atoms listed first:
-0.1 -0.1 -0.1
0.0 0.0 -0.1

highest occupied orbital energy	-5.33	eV
net charge	-1
gap between HOMO and LUMO	0.249	Ha

No. 2
Below is a cluster of 2 separate species, C15H28N3O2S in total, with properties calculated with ωB97M-V/def2-TZVPD.

Each line ends with the Löwdin charge.
Element x y z (Å)
C: 1.23442 -0.69183 -1.20233  -0.214
C: -1.64295 -1.44391 -1.40965  0.019
H: -3.30626 -0.70299 2.53599  0.118
C: -1.16959 -0.00882 -1.28583  -0.546
H: -0.03273 1.33941 4.95305  0.088
H: 0.11816 0.86923 3.24734  0.087
H: 3.89809 -1.55101 -3.39136  0.083
H: 1.08858 -1.51969 -1.89334  0.118
H: 0.36301 1.24894 -1.31552  0.154
H: -0.80993 -0.14649 4.36462  0.103
H: 3.29340 -0.73779 -4.84645  0.084
C: -3.61860 3.32804 3.55636  -0.293
C: -3.77385 2.22172 2.75848  -0.309
H: -5.61963 2.90334 1.87504  0.096
N: 1.76299 -2.47423 0.46590  0.042
O: -1.99005 0.87454 -1.07930  0.018
C: 3.06236 -0.99117 -3.81140  -0.069
H: 3.15403 -2.97542 -1.03916  0.078
H: -2.96011 0.25714 1.07948  0.085
S: -2.15127 3.23380 4.50600  1.134
C: 2.58090 -0.00467 -1.51973  -0.117
H: 2.16796 -1.61115 -3.80924  0.069
C: -1.80672 1.66937 3.76914  -0.475
C: -2.64971 0.06215 2.11145  0.040
N: 0.13260 0.26950 -1.37075  0.122
H: 3.91701 2.11566 -2.62068  0.079
C: 2.29754 -3.41250 -0.52297  -0.048
C: 1.25054 -1.26094 0.23610  -0.461
H: 4.21638 1.41701 -4.21727  0.083
C: 2.82587 0.29296 -3.01108  -0.427
H: 1.96808 0.82215 -3.42592  0.133
H: 4.94478 0.67330 -2.77792  0.086
N: -2.72620 1.30159 2.90298  -0.071
H: -4.30563 4.16869 3.59876  0.096
H: 2.62436 -4.32810 -0.02591  0.095
H: 1.76929 -2.76274 1.43292  0.147
C: 4.06073 1.18164 -3.16398  -0.076
H: 3.39810 -0.63342 -1.16469  0.121
C: -0.56012 0.88744 4.10703  -0.037
C: -4.94206 2.04531 1.82136  -0.002
H: -2.72890 -1.45143 -1.49136  0.090
H: -4.58800 1.95410 0.78860  0.095
O: 0.78829 -0.61155 1.17319  0.025
H: -5.50752 1.14438 2.07883  0.097
H: -1.62376 -0.31926 2.08578  0.082
H: -1.33988 -2.01015 -0.53262  0.081
H: 2.62764 0.92905 -0.95665  0.126
H: 1.52971 -3.67373 -1.25386  0.087
H: -1.22133 -1.88748 -2.30942  0.086

Cartesian forces (eV/Å) of the 2 atoms listed first:
-0.2 0.2 0.0
0.3 0.3 -0.3

highest occupied orbital energy	-12.09	eV
net charge	+1
ΔE to the lowest compared entry with this formula, charge and spin	0.00	kcal/mol
gap between HOMO and LUMO	0.331	Ha

No. 3
Below is a cluster of 2 separate species, C15H28N3O3 in total, with properties calculated with ωB97M-V/def2-TZVPD.

Each line ends with the Löwdin charge.
Element x y z (Å)
C: -0.36348 -4.42283 -0.35660  -0.216
N: -0.32142 2.43170 -3.26335  0.036
C: 0.36239 0.40952 -0.25743  -0.213
H: -1.22313 -1.11154 0.46398  0.091
H: 2.42998 1.39618 2.55115  0.088
C: 0.90433 -2.17099 0.52806  -0.188
H: -2.83975 -2.38491 -0.26908  0.086
H: 1.35664 0.81670 0.26310  0.112
H: -0.87286 2.21802 -5.36421  0.181
N: 1.33355 4.07468 -4.53342  -0.019
H: 1.09918 -0.17111 6.99466  0.106
C: -0.73629 1.61898 -0.15771  -0.212
H: -2.35268 1.64033 -3.53599  0.150
H: -2.45566 2.66453 -1.22969  0.133
H: -0.14071 2.63014 -0.11194  0.112
C: -1.40752 1.42645 -2.83878  -0.148
O: 0.11909 4.09083 -5.10873  -0.107
C: -1.91196 1.60468 -1.29333  -0.170
H: 0.65398 0.08254 -1.34232  0.092
H: -1.03942 0.31515 -2.99728  0.152
H: -0.08315 -2.43461 -1.62230  0.087
H: -2.73803 0.80821 -1.02926  0.137
C: 0.67068 1.05208 5.27795  -0.149
H: -2.11434 -3.28596 -1.82502  0.092
C: -2.56630 -3.43625 -0.75378  -0.134
O: -1.70092 -4.15531 0.19353  -0.242
H: -0.08665 -0.44609 1.81339  0.117
H: 3.22481 -1.03284 6.00069  0.109
H: -1.28339 1.48943 0.89548  0.140
H: 0.55527 1.83996 -3.36665  0.198
H: -3.61505 -3.97913 -0.92062  0.111
C: 1.42539 0.15147 6.01243  -0.069
H: -0.26146 1.45026 5.66811  0.103
H: -0.18473 3.16562 -2.50710  0.186
H: 0.27392 -4.89908 0.53285  0.139
H: -1.83628 3.58812 -4.41141  0.187
H: -0.36675 -5.24626 -1.20717  0.135
H: 2.01130 -1.74560 0.41615  0.116
H: 3.90645 -0.23745 3.73097  0.102
N: 1.01821 1.49884 4.05118  0.044
C: -0.78273 3.07104 -4.55426  -0.109
C: 2.17192 1.02008 3.53718  -0.172
C: 0.47112 -3.06401 -0.80455  -0.183
O: 1.36109 5.07891 -3.82377  0.085
H: 1.49176 -3.45165 -1.28564  0.122
C: 2.60750 -0.32483 5.45543  -0.072
C: -0.10112 -0.87915 0.70281  -0.195
H: 0.94601 -2.87005 1.48952  0.126
C: 2.99124 0.11521 4.19280  -0.076

Cartesian forces (eV/Å) of the 2 atoms listed first:
1.4 -0.1 0.4
0.1 -0.3 0.6

highest occupied orbital energy	-11.66	eV
net charge	+1
gap between HOMO and LUMO	0.256	Ha

No. 4
Below is a cluster of 3 separate species, C15H28N3O4S in total, with properties calculated with ωB97M-V/def2-TZVPD.

Each line ends with the Löwdin charge.
Element x y z (Å)
H: 3.73806 0.44789 -1.81700  0.118
H: -6.71553 0.49032 -5.18566  0.069
H: 7.45932 -0.39191 5.50466  0.083
H: 7.03894 1.29434 3.68846  0.140
H: 1.88326 1.69895 -1.54901  0.135
C: -1.98065 -0.41623 -0.20197  -0.130
C: -0.70789 -0.48784 0.37520  -0.199
C: 6.20972 0.81680 4.21266  -0.494
H: 2.03208 0.05947 0.99896  0.132
C: 1.51771 0.32622 0.07402  -0.114
O: -7.75096 0.47020 -2.67802  -0.065
O: 3.45159 1.74719 -0.22164  -0.129
H: -6.84217 0.15796 -2.73784  0.043
H: -7.74217 1.90924 -4.92352  0.082
C: 2.08406 1.63285 -0.47289  -0.191
O: 5.21057 0.62865 3.20185  -0.073
H: -9.42568 0.50301 -3.77646  0.141
H: 1.61038 -0.49351 -0.64291  0.138
C: 5.69827 1.74380 5.30134  -0.060
H: 5.10669 1.43737 -1.35279  0.122
H: 4.45125 0.21430 3.62626  0.082
O: 0.10530 0.55277 0.31938  0.012
H: 4.08616 -1.05351 0.09698  0.063
H: 5.67684 -0.74434 -0.56896  0.083
N: -2.39098 0.73871 -0.80420  0.132
C: -8.44512 -1.37949 -4.08775  -0.061
H: -8.27278 0.61606 -6.00972  0.084
H: 4.83711 1.29503 5.80573  0.081
H: 5.13483 0.12605 0.89140  0.059
C: 4.82816 -0.26803 -0.07763  -0.065
N: -2.46869 -2.65097 0.52040  0.122
C: -3.05383 0.88138 -1.82516  -0.708
C: -0.38466 -1.67844 1.01594  0.083
C: -2.81798 -1.54306 -0.08676  0.002
H: -3.81138 -1.53006 -0.51350  0.141
H: 7.03400 -1.16475 3.97037  0.079
S: -3.85823 1.06270 -3.12349  0.904
C: -7.75122 0.83036 -5.07678  -0.061
H: -8.98634 -1.65307 -4.99371  0.083
H: 5.82997 -1.03011 5.25937  0.080
H: 1.58897 2.46495 0.02675  0.140
H: -7.42682 -1.77320 -4.17039  0.078
N: -1.26791 -2.67346 1.04308  0.057
H: 6.46714 1.93219 6.05083  0.083
H: -8.92689 -1.85980 -3.23670  0.080
C: 4.28294 0.84637 -0.95217  -0.251
H: 0.56403 -1.84300 1.50377  0.158
H: -1.03390 -3.54605 1.50236  0.189
H: 5.38459 2.69729 4.87754  0.081
C: 6.66537 -0.52121 4.76892  -0.061
C: -8.40896 0.12784 -3.90066  -0.498

Cartesian forces (eV/Å) of the 2 atoms listed first:
0.0 0.0 0.0
0.0 0.0 0.0

highest occupied orbital energy	-12.21	eV
net charge	+1
gap between HOMO and LUMO	0.266	Ha

No. 5
Below is a cluster of 2 separate species, C15H28N6O4 in total, with properties calculated with ωB97M-V/def2-TZVPD.

Each line ends with the Löwdin charge.
Element x y z (Å)
C: 2.35043 -5.16745 -3.31233  -0.480
N: -4.31697 8.70695 4.81419  0.129
O: 1.89986 -6.25553 0.78215  0.035
H: 1.85100 -8.20670 -4.59705  0.084
C: 2.29393 -5.62629 -0.18585  -0.546
H: -0.53352 -2.71841 -1.20611  0.064
H: -1.13921 4.97385 2.67317  0.113
C: 2.17635 -2.90406 -2.03278  -0.126
H: 1.58574 -2.61623 0.03454  0.128
C: -3.37030 6.62931 3.01001  -0.109
O: -0.50587 1.96245 0.26722  0.077
N: -2.91216 3.25293 0.48445  0.189
C: 3.78453 -5.51377 -0.43988  0.028
C: 1.50978 -2.07985 -0.91093  -0.429
H: -4.90570 9.32666 5.35374  0.106
H: 2.81726 -6.90160 -5.32087  0.087
H: -5.45175 10.43429 3.63262  0.029
N: 1.93429 -6.43062 -3.47199  0.017
H: 2.18314 -0.17352 -1.66929  0.085
H: 4.31105 -6.10625 0.30649  0.088
C: -3.05095 5.68317 2.07018  -0.088
N: -4.23442 7.67289 2.68801  0.063
H: -2.92912 6.55576 4.00218  0.117
H: -0.06877 -1.28525 -2.15609  0.087
H: -3.48773 5.74921 1.07708  0.097
H: 4.03469 -5.89428 -1.42632  0.077
H: -2.48849 4.01786 3.28592  0.128
C: -4.58279 8.69290 3.50092  -0.632
H: 0.44957 -5.15858 -0.67615  0.148
H: -2.71193 2.54208 -0.22385  0.067
N: 1.40026 -5.04705 -0.99168  0.099
C: 0.03442 -1.78983 -1.19517  -0.069
C: -2.10915 4.54523 2.40627  -0.159
C: 1.60091 -4.32288 -2.26031  -0.203
H: 1.12446 2.46420 1.77581  0.128
C: -1.91463 3.52639 1.29634  -0.245
C: 2.54771 -7.39478 -4.38405  -0.052
H: 1.16624 -6.74249 -2.89850  0.136
O: 3.32493 -4.72555 -3.90926  0.059
H: 4.09239 -4.47591 -0.34671  0.080
H: 2.09856 -2.34939 -2.96951  0.128
O: 0.39390 3.04641 2.04123  0.114
H: 0.60764 -4.17579 -2.68494  0.147
H: -4.51736 7.81555 1.72522  0.149
H: 3.28337 -0.92660 -0.49133  0.077
N: -5.22162 9.67170 3.00693  0.085
C: 2.23841 -0.74760 -0.74387  -0.079
H: 1.77424 -0.17332 0.05793  0.065
H: -4.12311 7.79221 5.19837  0.081
H: 3.45340 -7.80481 -3.93331  0.085
H: 3.23769 -2.99133 -1.80471  0.105
H: -0.37024 -1.14673 -0.41261  0.074
C: -0.61435 2.79045 1.16450  -0.436

Cartesian forces (eV/Å) of the 2 atoms listed first:
1.5 0.6 0.2
1.3 -1.6 1.8

highest occupied orbital energy	-8.03	eV
ΔE to the lowest compared entry with this formula, charge and spin	9.85	kcal/mol
gap between HOMO and LUMO	0.284	Ha

Per-record E_LUMO, eV: 1.46, -3.10, -4.70, -4.97, -0.29
Per-record max |F|, eV/Å: 1.9, 2.3, 5.6, 0.5, 3.1